1.
Formula: C14H15BrF16O5S
Source: OMol25
Level of theory: ωB97M-V/def2-TZVPD

Each line ends with the natural charge from an NBO analysis.
Positions of all 52 atoms, in Å:
Br1 0.86880 -5.42200 -3.94915  0.0039
S1 -3.19238 -6.97448 -2.08063  2.4019
F1 -1.52892 8.18415 1.06524  -0.3294
F2 1.10776 -2.02302 -1.45004  -0.3201
F3 3.59956 5.85918 0.99318  -0.3225
F4 -0.11315 6.42077 3.73515  -0.3211
F5 -2.17094 7.08765 3.39833  -0.3200
F6 -1.51906 1.02161 -0.03041  -0.3178
F7 -1.15056 6.02486 1.14772  -0.3074
F8 0.73717 -2.89375 1.22964  -0.3170
F9 1.12271 0.67337 -0.40372  -0.3112
F10 -1.01183 -1.10340 0.08896  -0.3242
F11 2.84089 -3.45055 1.23202  -0.3203
F12 0.57644 1.70061 1.45294  -0.3303
F13 2.91902 3.84467 2.68089  -0.3272
F14 1.52829 -4.12839 -1.03873  -0.3308
F15 0.79717 4.23921 2.31596  -0.3164
F16 2.43849 6.52337 2.71103  -0.3176
O1 2.34620 -1.32397 0.98203  -0.5069
O2 -1.93013 -6.62924 -1.17675  -0.7026
O3 -4.31475 -7.03417 -1.21173  -0.9136
O4 -2.86915 -8.09617 -2.90152  -0.9412
O5 1.49837 6.40238 0.65854  -0.5071
C1 0.68764 7.51259 0.99200  -0.1337
C2 1.93807 -2.59891 0.69360  0.8499
C3 -3.27994 -5.52943 -3.08301  -0.6975
C4 2.03151 4.36214 1.79493  0.5023
C5 -0.87513 7.33044 3.09488  0.5203
C6 1.51810 -0.40443 1.67072  -0.1353
C7 1.95245 -2.86045 -0.81588  0.5043
C8 -0.87912 0.08831 0.70898  0.5195
C9 -0.73923 -5.28515 -2.84570  -0.2416
C10 -0.70420 7.22331 1.57703  0.5957
C11 -1.95218 -5.19167 -3.76829  -0.4390
C12 -0.70212 -6.48617 -1.92603  -0.1249
C13 2.36749 5.83652 1.55357  0.8500
C14 0.59435 0.48884 0.82551  0.5962
H1 0.08438 -6.33828 -1.18579  0.2224
H2 -0.48694 -7.41104 -2.46252  0.2183
H3 0.97460 -0.88213 2.48603  0.2114
H4 -0.61425 8.33396 3.44219  0.1403
H5 -4.07993 -5.71443 -3.79940  0.2611
H6 -1.81083 -5.78077 -4.67408  0.2375
H7 2.08794 3.80130 0.86014  0.1555
H8 2.22220 0.28851 2.12828  0.2323
H9 2.95893 -2.73246 -1.21753  0.1576
H10 -2.02257 -4.15188 -4.09756  0.2315
H11 -3.60033 -4.71077 -2.43541  0.2481
H12 -0.62156 -4.35739 -2.28911  0.2339
H13 1.23009 8.24230 1.59372  0.2085
H14 0.48506 7.98518 0.03278  0.2298
H15 -1.34447 0.03927 1.69700  0.1446

Values from the calculation:
**Structure (SMILES)**: FC(F)C(F)(F)COC(F)(F)C(F)F.FC(F)C(F)(F)COC(F)(F)C(F)F.O=S1(=O)CC[C@H](Br)CO1

2.
Formula: C5H14N2
Source: OMol25
Level of theory: ωB97M-V/def2-TZVPD

Each line ends with the natural charge from an NBO analysis.
Positions of all 21 atoms, in Å:
N1 0.38361 0.16591 -1.01429  -0.6519
N2 -1.43252 -0.22240 2.74820  -0.8233
C1 0.55801 0.49400 1.54392  -0.4075
C2 0.23144 0.37817 -2.48471  -0.2077
C3 0.43537 -0.97960 -3.16150  -0.6234
C4 0.05884 1.01143 0.12288  -0.1944
C5 -0.09788 -0.65008 2.35683  -0.2222
H1 -0.12811 -0.73888 -0.87147  0.3375
H2 -1.96871 0.07160 1.88920  0.3394
H3 1.54089 -1.42730 -2.88393  0.2181
H4 0.44054 -0.80583 -4.23073  0.2236
H5 -1.10177 1.24235 0.27536  0.1294
H6 -0.25993 -1.76594 -2.73014  0.2058
H7 1.12943 1.13739 -2.82657  0.1774
H8 -1.94235 -0.95368 3.10233  0.3467
H9 0.81279 1.33931 2.12895  0.2128
H10 1.63796 0.14683 1.27466  0.2045
H11 0.35756 -0.74743 3.29741  0.1969
H12 -0.69567 0.98448 -2.68077  0.1799
H13 -0.07745 -1.57152 1.79366  0.1616
H14 0.48257 1.96060 0.06010  0.1969

Values from the calculation:
**Structure (SMILES)**: CCNCCCN

Asked for E_HOMO across the records above, the calculation gives -10.642, -8.535 eV in order.
Asked for gap between HOMO and LUMO across the records above, the calculation gives 0.406, 0.352 Ha in order.